Computed, not measured: 10 unconnected molecules or ions with the total composition C4H30NO11 in a non-equilibrium geometry, with ωB97M-V/def2-TZVPD.

Structure (ORCA input):
```
! wB97M-V def2-TZVPD RIJCOSX def2/J DEFGRID3
* xyz 2 2
O -2.9532 -1.4263 -1.0271
O -1.4145 -3.0250 -2.4689
O -1.0097 -0.2534 3.1884
O 2.1601 2.7441 2.1936
O -3.6514 0.4762 1.9455
O -0.7481 0.2942 -1.3300
O -1.8120 2.8894 -0.9905
O 3.0774 -2.0268 0.4142
O 3.1656 0.2680 2.0549
O 0.0643 -0.9373 -3.5221
O 1.3339 -2.6352 -1.6065
N -0.3845 2.1305 1.5662
C 0.2962 0.4022 -0.3567
C -0.2049 -0.3908 1.9915
C 1.2329 1.4632 -0.8649
C -0.5874 0.7691 0.9272
H -0.4747 -1.8840 -3.4575
H 2.2697 -2.0422 -0.1490
H -2.1664 -0.7528 -1.2994
H 0.6278 2.3800 -0.9444
H 2.3918 1.8573 2.4173
H -2.3625 3.6320 -1.2782
H -0.7730 2.2714 2.5196
H -3.8132 -1.5737 -1.4903
H -0.3373 -0.1487 -2.1753
H 4.1514 0.1824 2.3183
H -2.1548 -2.5456 -1.8935
H 1.7192 1.1664 -1.8115
H -1.4936 -3.8680 -1.9530
H 3.3232 -2.9106 0.0862
H 3.1548 0.0299 1.1142
H -1.4160 2.2582 -1.5947
H -3.1948 -0.0924 2.5032
H -0.7063 -0.7510 3.9669
H 1.8664 -2.5638 -2.2802
H 0.4451 -3.0840 -1.9281
H 3.0772 2.7752 1.8775
H 0.7827 -0.5573 -0.2475
H -0.9121 2.7933 0.9753
H -0.5728 -1.2404 1.4861
H -3.7698 0.0316 1.1467
H 0.6680 2.3527 1.7462
H 0.8676 -0.3357 2.2669
H -0.2686 -0.5431 -4.2919
H -1.6348 0.7438 0.5588
H 2.1409 1.6769 -0.3036
*
```

Output
- HOMO energy (alpha / beta) (eV) = -16.9 / -16.8
- energy (Ha) = -1052.007289
- frontier orbital gap (alpha / beta) (eV) = 10.810 / 3.281
- LUMO level (alpha / beta) (eV) = -6.04 / -13.57
- molar mass (g mol⁻¹) = 268.28
- expectation value of S² = 0.76

***

Computed, not measured: 2 unconnected molecules or ions with the total composition C11H14N2O in a non-equilibrium geometry, with ωB97M-V/def2-TZVPD.

Structure (ORCA input):
```
! wB97M-V def2-TZVPD RIJCOSX def2/J DEFGRID3
* xyz 0 1
O 4.3899 -0.5624 0.3532
N -0.3100 2.2591 -0.7840
N -2.3935 1.6380 -1.0712
C 3.0999 -0.9873 0.2014
C -0.8339 2.0951 0.4658
C 0.3711 -1.5023 -0.1519
C -3.2236 1.3819 1.2356
C -2.1201 1.6856 0.2771
C -1.2986 2.0250 -1.6703
C 1.1391 -2.2303 0.7409
C 2.4020 -0.3850 -0.8429
C -1.1294 -1.6768 -0.2263
C 1.0487 -0.6409 -1.0155
C 2.4932 -1.9693 0.9680
H 0.6032 -0.1601 -1.8752
H -3.2614 0.3053 1.4257
H 2.9429 0.3141 -1.4711
H -4.1641 1.6519 0.7701
H 0.5942 2.6106 -1.0441
H 0.7217 -3.0926 1.2524
H -1.6125 -0.8583 -0.7545
H -1.1975 2.2138 -2.7270
H -3.1303 1.8725 2.2006
H 4.9204 -1.1716 0.8809
H -0.2773 2.2516 1.3745
H 3.0793 -2.7248 1.4715
H -1.5482 -1.7264 0.7785
H -1.3053 -2.6164 -0.7622
*
```

Output
- HOMO energy (eV) = -8.3
- energy (Ha) = -612.304351
- frontier orbital gap (eV) = 9.098
- SMILES = Cc1ccc(O)cc1.Cc1c[nH]cn1
- LUMO level (eV) = 0.77
- molar mass (g mol⁻¹) = 190.25

***

Computed, not measured: a single C8H14ClN molecule in a non-equilibrium geometry, with ωB97M-V/def2-TZVPD.

Structure (ORCA input):
```
! wB97M-V def2-TZVPD RIJCOSX def2/J DEFGRID3
* xyz 0 1
Cl 1.5105 -3.3743 0.8275
N 2.1332 -0.9579 0.1955
C -1.5183 0.2694 -1.7203
C 1.2917 1.2396 -0.4544
C 1.9939 -1.7258 1.2322
C -2.0997 -0.1079 0.7003
C -2.1256 -1.1654 1.5585
C 2.4464 0.4423 0.2140
C -0.1445 1.2301 0.2713
C -0.9621 0.0091 -0.2486
H -2.5800 0.3975 -1.7173
H -0.7223 2.0935 -0.1847
H -2.9572 0.5482 0.6221
H 2.3850 0.8966 1.2546
H 3.4203 0.6910 -0.1677
H 2.1051 -1.2796 -0.7425
H 1.2949 1.1262 -1.5044
H -0.1711 1.2635 1.3174
H -2.9919 -1.4551 2.1361
H -1.3011 -1.8571 1.6102
H 1.6796 2.1824 -0.3962
H -0.3182 -0.9384 -0.1697
H -0.9477 1.0071 -2.2304
H -1.4209 -0.5349 -2.4034
*
```

Output
- HOMO energy (eV) = -8.7
- energy (Ha) = -828.043844
- frontier orbital gap (eV) = 9.538
- LUMO level (eV) = 0.81
- molar mass (g mol⁻¹) = 159.66

***

Computed, not measured: a molecular structure, C5H7NO, with ωB97M-V/def2-TZVPD.

Structure (ORCA input):
```
! wB97M-V def2-TZVPD RIJCOSX def2/J DEFGRID3
* xyz 0 1
O 1.0065 -1.4220 -0.8664
N 2.4288 -0.1515 0.6110
C 1.7572 -0.7696 -0.1341
C -0.8259 0.9329 0.3059
C -0.1504 0.8845 -0.8890
C -1.2269 -0.5394 0.2336
C -0.4053 -0.5220 -1.0652
H 0.4848 0.8194 1.9740
H -2.2886 -0.7285 0.0327
H 0.3381 1.6091 -1.5250
H -0.8878 -1.1735 1.0547
H -0.7471 -1.0121 -1.9765
H -1.3702 1.7603 0.7437
H 1.8868 0.3124 1.5007
*
```

Output
- HOMO energy (eV) = -7.1
- energy (Ha) = -324.461938
- frontier orbital gap (eV) = 7.009
- LUMO level (eV) = -0.05
- molar mass (g mol⁻¹) = 97.12

***

Computed, not measured: a single C5H9NO molecule in a non-equilibrium geometry, with ωB97M-V/def2-TZVPD.

Structure (ORCA input):
```
! wB97M-V def2-TZVPD RIJCOSX def2/J DEFGRID3
* xyz 0 1
O -2.7591 -0.7195 0.2511
N 1.7058 1.1075 0.3029
C -1.6322 -0.4592 -0.4189
C -0.8658 0.7820 0.0218
C 0.5569 0.2350 0.0333
C 0.3898 -1.1688 0.5229
C 1.5215 0.5455 -1.0511
H 2.1775 -0.2578 -1.3962
H -1.0307 1.6393 -0.6464
H 1.1237 -1.9277 0.2278
H 2.4158 0.5681 0.8065
H -0.7732 -1.3779 -0.3880
H -1.1497 1.0981 1.0501
H 1.2524 1.2758 -1.8163
H -2.8990 -0.0826 0.9913
H 0.0287 -1.2759 1.5515
*
```

Output
- HOMO energy (eV) = -7.7
- energy (Ha) = -325.726821
- frontier orbital gap (eV) = 8.138
- LUMO level (eV) = 0.45
- molar mass (g mol⁻¹) = 99.13

***

Computed, not measured: 3 unconnected molecules or ions with the total composition C33H65BrN3O6, with ωB97M-V/def2-TZVPD.

Structure (ORCA input):
```
! wB97M-V def2-TZVPD RIJCOSX def2/J DEFGRID3
* xyz 1 1
Br 0.9544 -3.0034 2.5377
O -3.7998 -7.5741 -3.2744
O 1.1325 -5.4404 4.7831
O -2.0594 -6.4862 -4.1785
O -0.9969 4.6247 0.5656
O 0.8089 -11.7955 -2.8042
O -0.2170 -6.9825 3.8800
N -0.9821 -10.8564 -1.8419
N -2.6195 4.3374 2.0887
N 2.6459 -2.4243 0.4454
C -0.1521 9.9597 0.4511
C -4.7536 11.1206 0.0588
C 0.8040 -6.3613 3.8516
C -2.6280 -7.4386 -3.4060
C -3.6088 11.8082 0.8031
C 0.7645 -3.8097 -0.2161
C 1.7868 -1.6691 -0.5290
C -1.3900 10.7815 0.0508
C -1.0144 -5.4646 -1.0315
C -0.4909 -13.2206 -1.3852
C 2.2405 1.9322 -1.5625
C 1.5534 5.7332 -1.1335
C 2.3923 4.4463 -0.9695
C -0.1562 -11.9178 -2.0721
C 1.8464 -3.6376 0.9290
C 2.5537 -0.6151 -1.3044
C 1.6025 6.6994 0.0608
C 2.9144 -5.4583 2.5756
C 1.5408 8.1818 -0.3231
C -2.4649 10.8442 1.1355
C -0.2821 4.4225 2.8370
C -1.3165 4.4667 1.7337
C -0.9638 -5.7938 -3.5708
C 2.8484 -4.7834 1.1972
C -3.1766 4.1642 3.4147
C 2.6148 0.7692 -0.6270
C 0.4548 -5.2435 -0.6507
C 1.5787 3.1379 -0.8579
C -1.4215 -4.9159 -2.4006
C 0.1110 8.7457 -0.4433
C -2.1569 -10.7818 -0.9977
C 1.8712 -6.5627 2.7980
C 1.2599 -2.8590 -1.3175
H 2.0480 -0.5251 -2.2681
H -2.8850 9.8376 1.2575
H -0.1464 -3.3542 0.1742
H -5.4039 11.8392 -0.4406
H 1.9636 0.7793 0.2525
H 3.0186 4.5438 -0.0785
H 0.3813 -5.3821 5.3937
H -1.9989 11.0954 2.0922
H 0.2588 -13.9504 -1.6736
H 2.6626 -5.5593 0.4549
H -1.8294 10.3598 -0.8592
H -0.3138 3.4718 3.3714
H -1.0688 -3.8943 -2.5524
H -3.7390 3.2318 3.4840
H 2.8766 -4.7276 3.3811
H -3.2571 4.3898 1.3091
H -0.2149 -6.5287 -3.2470
H -1.1946 -6.5429 -1.0332
H -3.0447 -10.5162 -1.5743
H 3.5618 -0.9826 -1.5291
H 0.5858 3.2948 -1.2773
H -2.3356 -11.7398 -0.5202
H -1.8966 -8.1279 -2.9384
H 3.0578 4.3608 -1.8311
H -4.3647 10.4403 -0.7021
H 3.6327 0.9367 -0.2677
H 2.5239 6.5172 0.6229
H 2.3709 -7.4888 3.0902
H -2.5105 -4.8571 -2.4441
H 3.1554 2.2755 -2.0505
H -0.5297 -5.2077 -4.3752
H -3.8453 4.9879 3.6675
H -1.0928 11.8041 -0.1959
H -0.2831 9.6130 1.4819
H 3.9049 -5.9096 2.6251
H -2.0182 -10.0351 -0.2126
H -1.4755 -13.5808 -1.6850
H 2.0801 8.7587 0.4335
H -1.6569 -5.0427 -0.2557
H 1.4307 2.8940 0.1973
H -0.5940 7.9519 -0.1722
H 0.4862 -2.5548 -2.0159
H 0.9541 -1.2261 0.0205
H 0.5167 5.4525 -1.3237
H 0.7329 10.6008 0.4492
H 1.0983 -5.5118 -1.4965
H 2.0706 8.3322 -1.2672
H -0.4829 -13.1073 -0.3005
H 2.1006 -3.3179 -1.8545
H 0.7640 6.4732 0.7239
H 0.6961 4.5488 2.3816
H 1.5948 1.5612 -2.3625
H -2.3812 4.1371 4.1527
H -3.9867 12.2637 1.7193
H -3.2155 12.6113 0.1740
H -0.1132 9.0093 -1.4800
H 3.4440 -2.7491 -0.1068
H 1.9060 6.2623 -2.0228
H -5.3689 10.5373 0.7463
H 0.6858 -5.9369 0.1554
H -0.6975 -10.0314 -2.3447
H 1.3410 -6.8077 1.8793
H 3.0025 -1.8754 1.2301
H -0.4421 5.2239 3.5590
H 3.8514 -4.4057 0.9785
*
```

Output
- HOMO energy (eV) = -11.2
- energy (Ha) = -4485.908958
- frontier orbital gap (eV) = 8.402
- LUMO level (eV) = -2.75
- molar mass (g mol⁻¹) = 679.80

***

> What is the energy in the fifth record?

-325.726821 Ha

***

> Which of these has the lowest molar mass?

C5H7NO

***

> Which formula does entry 6 have?

C33H65BrN3O6